(1)
Density functional theory data (ωB97M-V/def2-TZVPD) for a molecular structure, C31H49ClP2Tm.

Atoms and positions in Å:
Tm  -0.68484  1.34656  -2.55759
C  -0.22318  0.69433  -0.41213
C  0.94583  1.32974  -0.96711
C  -0.71467  2.94099  -0.84790
C  -1.27032  1.69274  -0.34668
C  0.65149  2.69685  -1.26434
C  -0.23283  -0.62929  0.26454
H  0.67831  -1.18842  0.05342
H  -1.07524  -1.24441  -0.05649
H  -0.27705  -0.57031  1.35458
C  -2.56010  1.51333  0.37597
H  -2.78553  0.45017  0.49626
H  -3.40140  1.98174  -0.15167
H  -2.50632  1.94701  1.38547
C  -1.24185  4.30507  -0.57404
H  -1.09060  4.58115  0.47909
H  -2.30683  4.37105  -0.79588
H  -0.70956  5.04521  -1.18092
C  1.71891  3.70166  -1.57949
H  2.31064  3.95475  -0.67783
H  1.33065  4.63458  -1.99464
H  2.43778  3.30265  -2.31348
C  2.31781  0.76100  -1.07218
H  3.07491  1.46924  -0.72784
H  2.52891  0.52556  -2.12190
H  2.42332  -0.14245  -0.48007
C  0.12390  -3.66348  -1.28986
C  1.23526  -3.87328  -0.56162
C  2.64726  -3.73373  -1.02513
C  3.02253  -4.45168  -2.37845
C  3.00529  -3.60804  -3.59480
C  2.29864  -2.48221  -3.77558
C  1.27376  -1.99591  -2.80020
C  0.10192  -2.97697  -2.61287
H  3.27130  -4.24294  -0.26571
H  2.46349  -5.39874  -2.46034
H  2.99591  -2.67394  -1.02095
H  0.12058  -3.71073  -3.42786
H  -0.86894  -3.98244  -0.94134
H  1.14789  -4.25119  0.46088
H  -0.85336  -2.42189  -2.68876
H  1.72896  -1.74272  -1.82325
H  2.34498  -1.92106  -4.71000
H  0.87672  -1.04103  -3.19286
H  4.07777  -4.75668  -2.24860
H  3.68140  -3.93221  -4.37779
P  -1.05856  -0.46694  -4.90952
P  -0.94660  2.52229  -5.00304
C  -1.23198  0.30680  -6.62457
C  -1.74326  1.74501  -6.51197
H  -1.92397  -0.33690  -7.19016
H  -0.23892  0.24519  -7.11870
H  -1.46472  2.33356  -7.40464
H  -2.84267  1.77158  -6.39254
C  -1.48950  4.22863  -5.29594
H  -0.88814  4.90944  -4.69583
H  -2.54408  4.30822  -4.98695
H  -1.38097  4.45514  -6.36676
C  0.81648  2.51207  -5.60681
H  0.82825  2.73536  -6.68553
H  1.31346  1.53871  -5.44006
H  1.38187  3.27685  -5.04675
C  -2.79103  -1.08925  -4.76733
H  -2.98685  -1.30778  -3.70860
H  -2.88786  -2.01422  -5.35103
H  -3.50816  -0.34610  -5.14054
C  -0.34162  -2.00587  -5.69209
H  0.09073  -1.78118  -6.68032
H  -1.14847  -2.73863  -5.82892
H  0.44127  -2.47183  -5.09213
Cl  -2.83106  -1.12610  4.32802
C  -3.35944  -2.72256  4.12086
C  -3.58754  -3.54004  5.21672
C  -4.03253  -4.85557  5.03343
C  -4.24438  -5.35678  3.72611
C  -4.01314  -4.55154  2.62208
C  -3.55454  -3.19437  2.76323
C  -3.33153  -2.43905  1.63876
H  -3.42122  -3.14362  6.21708
H  -4.20891  -5.49798  5.89862
H  -4.59262  -6.37851  3.60066
H  -4.17208  -4.94224  1.61260
H  -3.47223  -2.91584  0.66424
H  -3.07858  -1.38934  1.68010

- multiplicity = 3
- LUMO (spin up / spin down) (eV) = -2.742 / -2.709
- Kohn-Sham gap (spin up / spin down) (eV) = 6.35 / 6.70
- charge = +1
- ΔE to the lowest compared entry with this formula, charge and spin (kJ/mol) = 0.0

These are the Löwdin partial charges, in e, on atoms 1 to 8:
1. Tm 0.905
2. C -0.312
3. C -0.341
4. C -0.321
5. C -0.321
6. C -0.342
7. C -0.020
8. H 0.057

=====

(2)
Density functional theory data (ωB97M-V/def2-TZVPD) for 3 unconnected molecules or ions with the total composition C31H49FO10.

Atoms and positions in Å:
C  7.41075  -1.64234  1.89456
C  6.91781  -1.39827  0.45345
O  5.68724  -2.02359  0.13462
C  4.64047  -1.40899  0.87923
C  3.24171  -1.65018  0.25543
C  3.25385  -1.80359  -1.30340
C  2.09975  -1.00216  -1.99764
C  0.79406  -1.78592  -1.70372
C  -0.48225  -1.14182  -2.21657
C  -1.54939  -0.87759  -1.47949
C  -1.52999  -1.16260  0.01757
C  -2.90256  -1.32030  0.71147
C  -3.80312  -0.04934  0.87500
C  -3.13550  1.34595  0.71392
C  -2.37678  1.81770  2.00541
C  -0.90523  2.24105  1.74518
C  -0.75119  3.23014  0.54128
C  0.51074  2.90929  -0.32308
C  1.73039  3.80339  0.08161
C  2.55917  4.31408  -1.12996
C  3.45640  3.22721  -1.77669
O  4.76436  3.72719  -2.03764
C  4.95827  4.05271  -3.42062
C  -2.72466  -0.28922  -2.24839
O  -3.85315  -0.61821  -2.12442
C  -2.33204  0.77233  -3.28426
C  -1.27388  0.51312  -3.99909
F  -0.87575  1.34833  -4.95199
C  -0.51859  -0.78835  -3.70058
O  -0.03616  -1.45117  -4.54781
H  8.34164  -1.09095  2.10009
H  6.69416  -1.30686  2.66071
H  7.58350  -2.71616  2.06469
H  6.89582  -0.30235  0.28583
H  7.68144  -1.78290  -0.24187
H  4.62586  -1.89375  1.87588
H  4.83424  -0.34052  1.07482
H  2.78817  -2.54718  0.69510
H  2.60614  -0.78212  0.50999
H  4.22294  -1.54511  -1.74828
H  3.06555  -2.87010  -1.51211
H  2.33383  -1.04465  -3.07396
H  2.01144  0.02410  -1.62095
H  0.89012  -2.74563  -2.24889
H  0.77187  -2.04209  -0.63835
H  -1.02106  -2.13307  0.13548
H  -0.88718  -0.42549  0.51749
H  -2.67781  -1.76361  1.69627
H  -3.46336  -2.08127  0.14554
H  -4.70019  -0.12089  0.24142
H  -4.18100  -0.07840  1.91257
H  -3.97809  2.05428  0.60859
H  -2.52572  1.46933  -0.19179
H  -2.88248  2.71187  2.40715
H  -2.47043  1.06206  2.80012
H  -0.21908  1.37947  1.69854
H  -0.57760  2.79865  2.64313
H  -1.63970  3.27883  -0.10196
H  -0.59579  4.24611  0.93770
H  0.78359  1.84414  -0.24431
H  0.30146  3.10026  -1.39224
H  1.40984  4.70022  0.63245
H  2.37640  3.20720  0.74797
H  1.93229  4.80267  -1.89396
H  3.24400  5.07967  -0.72635
H  3.57753  2.38089  -1.09036
H  2.96356  2.83360  -2.68073
H  5.50493  3.21694  -3.88778
H  5.58815  4.95386  -3.45318
H  4.00544  4.24554  -3.93161
H  -2.91357  1.68550  -3.40901
C  -0.99308  -6.65325  0.85764
C  -1.78502  -5.37050  0.83508
O  -0.87409  -4.43032  1.40707
C  0.38319  -4.91241  1.21799
O  1.37499  -4.29424  1.42493
O  0.35386  -6.18987  0.76042
H  -1.23681  -7.31293  0.02757
H  -1.11103  -7.20280  1.79406
H  -2.03445  -5.04898  -0.17887
H  -2.69951  -5.42992  1.42151
C  -8.46097  0.74463  3.08508
C  -8.07711  1.90425  2.20080
O  -6.74857  2.19923  2.63237
C  -6.23926  1.07233  3.19402
O  -5.10154  0.93133  3.50037
O  -7.20187  0.12800  3.35493
H  -9.13723  0.04743  2.59497
H  -8.90600  1.06626  4.02921
H  -8.05308  1.63453  1.14272
H  -8.72797  2.76633  2.33097

- LUMO (eV) = -0.204
- Kohn-Sham gap (eV) = 9.16
- charge = 0

These are the Löwdin partial charges, in e, on atoms 1 to 8:
1. C -0.087
2. C -0.284
3. O -0.154
4. C -0.225
5. C -0.146
6. C -0.174
7. C -0.173
8. C -0.132

=====

(3)
Density functional theory data (ωB97M-V/def2-TZVPD) for 3 unconnected molecules or ions with the total composition C31H49N6O5.

Atoms and positions in Å:
C  8.99842  -0.06544  -0.12199
C  7.70611  0.11512  -1.11954
C  6.41120  -0.49877  -0.34750
C  5.00869  0.15352  -0.79921
O  3.96652  0.10574  0.26688
N  2.77942  0.06860  -0.38521
C  2.15455  1.24007  -0.69920
N  2.86087  2.48066  -0.24960
C  2.47870  2.79384  0.98160
O  1.96976  2.78466  2.13672
C  0.76882  1.06387  -1.52085
C  0.87932  2.31904  -2.58252
C  0.42619  3.73644  -1.93955
C  -1.13623  4.09961  -2.15502
C  -0.63709  1.05654  -0.73294
C  -1.81331  0.75882  -1.84348
C  -2.42537  -0.73484  -1.74383
C  -4.05190  -0.63818  -1.56569
N  -4.31233  -0.56859  -0.08698
C  -4.34851  -1.96692  0.47740
C  -5.55694  0.19465  0.20194
C  -5.46094  1.29327  1.40539
O  -6.60405  0.00420  -0.49446
C  1.12462  -0.42391  -2.11842
C  1.95052  -1.08114  -0.86606
C  2.65709  -2.41373  -1.44488
O  1.61132  -3.24882  -2.01231
C  1.30038  -4.38862  -1.16182
C  0.15476  -5.28805  -1.91339
O  1.08241  -1.53628  0.21502
C  1.82010  -1.98014  1.34579
N  2.66930  -2.28822  2.17777
H  9.62779  0.90388  -0.04037
H  8.69288  -0.34422  0.95538
H  9.71783  -0.89452  -0.47980
H  7.97768  -0.45554  -2.08193
H  7.61679  1.23787  -1.35684
H  6.37077  -1.62163  -0.66033
H  6.54566  -0.37017  0.78500
H  5.11970  1.27436  -1.07888
H  4.65306  -0.40611  -1.74178
H  0.30922  2.09650  -3.55494
H  2.01720  2.41865  -2.80906
H  1.05819  4.58466  -2.38808
H  0.60522  3.76213  -0.78678
H  -1.40201  4.04138  -3.27120
H  -1.26026  5.20799  -1.81324
H  -1.86269  3.49153  -1.50312
H  -0.74902  0.23187  0.05769
H  -0.88482  2.05585  -0.19496
H  -1.45934  0.91350  -2.92445
H  -2.67971  1.49486  -1.66078
H  -1.93009  -1.41443  -0.96210
H  -2.27144  -1.23490  -2.78767
H  -4.57679  -1.53530  -2.08760
H  -4.42775  0.30880  -2.13048
H  -3.42561  -2.06234  1.18358
H  -5.33725  -2.14048  1.05592
H  -4.17974  -2.77709  -0.34121
H  -5.28761  2.34718  0.96874
H  -4.50838  1.03479  2.01510
H  -6.43311  1.18796  2.00766
H  0.22621  -1.09869  -2.40265
H  1.79588  -0.33685  -3.06747
H  3.35627  -2.95537  -0.71202
H  3.32565  -2.08618  -2.34341
H  2.22287  -5.02026  -0.85656
H  0.80384  -4.07218  -0.15256
H  -0.61677  -4.52322  -2.32974
H  -0.39700  -5.85853  -1.06197
H  0.58753  -5.98294  -2.71810
N  -6.85019  4.62652  -0.77427
C  -6.62057  5.97140  -0.64894
C  -7.17327  6.38704  0.53856
C  -7.75264  5.25056  1.15518
C  -7.53538  4.17830  0.32396
H  -6.55972  4.05562  -1.55271
H  -6.08663  6.51519  -1.41427
H  -7.16076  7.39741  0.92136
H  -8.27094  5.21995  2.10287
H  -7.80973  3.13773  0.41809
N  2.03647  -3.95007  4.98314
C  1.20166  -4.90614  5.49840
C  1.24734  -4.81542  6.86881
C  2.13774  -3.76242  7.19239
C  2.60730  -3.24488  6.00917
H  2.20401  -3.78968  4.00190
H  0.64978  -5.56783  4.84712
H  0.69916  -5.43775  7.56146
H  2.40546  -3.41998  8.18169
H  3.29758  -2.43854  5.80939

- LUMO (eV) = -4.737
- Kohn-Sham gap (eV) = 4.87
- charge = +1
- ΔE to the lowest compared entry with this formula, charge and spin (kJ/mol) = 768.8

These are the Löwdin partial charges, in e, on atoms 1 to 8:
1. C -0.128
2. C -0.226
3. C -0.161
4. C -0.127
5. O -0.040
6. N 0.005
7. C -0.019
8. N 0.180

=====

What are the F_max values for these records? In order: 0.1204, 0.0486, 0.1750 Eh/bohr.
What are the electronic energy values for these records? In order: -3438.3280, -2062.7791, -1914.6694 Eh.